# 1
14
Properties=species:S:1:pos:R:3:forces:R:3 method="wB97M-V/def2-TZVPD" gap_ev=8.09 charge=0 homo_energy_ev=-9.069 relative_energy_kcal_mol=73.32 smiles="S=CC1=NN2C[C@H]2C1"
C 2.183570 -0.884289 -0.137770 -0.99 -0.94 0.19
C 0.786195 -0.468944 -0.300535 0.23 -0.81 -0.09
C -1.821246 -0.162572 0.793649 1.14 0.71 -0.81
C -1.186512 0.678932 -0.287659 -0.11 0.13 0.32
C 0.301294 0.940275 -0.355169 0.04 -0.11 0.64
H 2.264080 -1.972727 -0.119350 0.16 0.06 -0.11
H -1.160480 -0.363393 1.618182 0.04 -0.36 0.27
H -2.869513 -0.057359 1.051261 0.06 -0.19 -0.44
H -1.778327 1.423627 -0.790635 -0.49 -0.32 -0.39
H 0.743958 1.477568 0.483289 -0.15 0.15 0.14
H 0.614521 1.491228 -1.244240 -0.15 -0.21 -0.13
N -0.115234 -1.393498 -0.305159 -0.01 1.16 -0.47
N -1.397451 -0.767895 -0.519084 -0.41 0.08 0.87
S 3.435140 0.059047 0.113218 0.63 0.64 0.00

---

# 2
14
Properties=species:S:1:pos:R:3:forces:R:3 method="wB97M-V/def2-TZVPD" gap_ev="6.50 / 6.45" spin_multiplicity=3 charge=0 homo_energy_ev="-5.917 / -8.853" relative_energy_kcal_mol=31.03 s_squared=2.02
C -2.007731 1.061884 0.114110 -3.98 -1.41 0.46
C -0.617547 0.983774 0.035164 2.89 -1.56 -0.25
C 0.921713 -0.969497 0.404878 -2.12 3.29 -0.55
C 1.750981 0.210668 -0.017451 4.56 0.57 -1.08
C -0.355366 -0.518219 -0.216269 -2.48 0.62 -3.16
N -2.545487 -0.233854 0.115395 -2.19 4.77 0.40
N -1.687808 -1.136744 -0.097301 2.67 -1.56 0.84
S 0.851205 1.843861 -0.028536 -0.85 -0.89 0.85
H -2.733378 1.913090 0.232457 1.13 -1.03 -0.12
H 1.183867 -1.847418 -0.010035 1.45 -2.93 -1.45
H 0.728478 -1.108544 1.425376 0.33 0.18 1.75
H 2.763634 0.213530 0.572001 -1.87 0.62 -1.00
H 2.071092 0.228365 -1.153597 -0.60 -0.83 2.23
H -0.323656 -0.640901 -1.376190 1.04 0.17 1.08

---

# 3
15
Properties=species:S:1:pos:R:3:forces:R:3 method="wB97M-V/def2-TZVPD" gap_ev=7.90 charge=0 homo_energy_ev=-7.598 relative_energy_kcal_mol=73.47
C -1.047512 -1.053497 0.029949 -0.10 1.70 -2.46
C 0.397306 -0.375491 -1.815287 1.57 2.59 4.11
C 0.850527 0.399941 -0.689452 -2.16 -2.16 -3.54
C 0.973197 1.846223 0.854843 -1.44 -0.35 1.39
C 0.197117 -0.188331 0.489572 -0.15 -3.14 -0.54
H -2.343737 -0.539479 1.333914 0.31 -2.07 -1.93
H -0.985202 -1.831838 -2.113830 -1.32 -0.78 -0.49
H 0.773575 -0.225354 -2.813165 -0.50 -0.42 -0.29
H 0.872510 2.766688 1.326336 0.91 1.69 0.90
H 0.633789 0.249754 2.448587 -2.08 3.47 -3.53
H 0.952879 -0.982278 0.758819 -0.77 0.21 0.33
N -2.255595 -1.219447 0.458915 2.47 1.84 1.10
N -0.515693 -1.387062 -1.378099 1.08 1.49 2.50
N 1.368397 1.671995 -0.312602 0.64 -0.93 -2.87
N 0.128440 0.868178 1.421500 1.54 -3.14 5.31

---

# 4
15
Properties=species:S:1:pos:R:3:forces:R:3 method="wB97M-V/def2-TZVPD" gap_ev=9.12 charge=0 homo_energy_ev=-8.448 relative_energy_kcal_mol=22.94 smiles="Nc1[nH]cc2c1CN=N2"
C 0.199329 -0.745975 0.669081 1.10 1.46 0.74
C -1.777958 -0.725255 -0.431239 0.42 -1.02 -0.02
C -1.019251 0.299348 -0.913087 -0.15 1.13 0.19
C 0.870733 1.554210 -0.560383 0.82 0.03 -0.21
C 0.148835 0.359025 -0.151446 0.56 -1.06 0.50
H 2.059362 -1.266501 1.073070 -0.10 -0.19 0.43
H 1.339462 -0.614051 2.350328 0.07 1.29 1.49
H -1.177288 -2.241075 0.936820 -0.35 -1.04 0.56
H -2.703620 -1.133578 -0.772209 -0.30 -0.19 0.10
H 0.991765 2.305963 0.263195 -0.06 -0.33 -1.03
H 1.836697 1.320485 -1.038099 -0.03 0.36 0.41
N 1.188979 -1.219787 1.603947 -0.42 -1.12 -2.65
N -0.976366 -1.375094 0.521376 -1.46 0.83 -1.41
N -1.024433 1.422598 -1.867261 1.13 -0.81 1.13
N 0.043754 2.059686 -1.684091 -1.23 0.68 -0.21

---

# 5
16
Properties=species:S:1:pos:R:3:forces:R:3 method="wB97M-V/def2-TZVPD" gap_ev=8.53 charge=0 homo_energy_ev=-8.612 relative_energy_kcal_mol=139.56 smiles=COn1cnc2nccn21
C -2.333766 0.670082 1.719574 -1.19 -1.00 -3.11
C -0.984851 0.609179 1.617754 -0.08 0.13 1.34
C -1.957691 0.014365 -0.321767 1.98 1.14 2.05
C -0.343799 -0.493224 -1.658846 -1.21 0.52 1.40
C 2.872940 -0.344807 -0.531195 -3.25 -4.68 0.57
N -2.929139 0.279256 0.512725 0.08 -0.19 -0.39
N -1.632896 -0.437518 -1.557245 -0.97 -0.12 -0.93
N -0.696325 0.259112 0.371960 -2.68 0.11 -1.59
N 0.232094 -0.205232 -0.405579 6.13 -1.39 -1.89
O 1.712524 0.426783 -0.281229 -3.90 0.89 0.23
H -3.070138 0.926498 2.415072 -0.08 0.49 1.58
H -0.269264 0.677487 2.356183 1.40 0.47 1.28
H 0.082799 -0.782086 -2.602232 0.94 0.03 0.37
H 3.567152 0.414842 -0.490714 1.93 1.38 -0.60
H 2.675556 -0.933823 -1.514942 1.23 1.05 1.57
H 3.074806 -1.080914 0.370482 -0.33 1.16 -1.89

---

# 6
18
Properties=species:S:1:pos:R:3:forces:R:3 method="wB97M-V/def2-TZVPD" gap_ev="8.44 / 8.44" charge=0 homo_energy_ev="-10.138 / -10.137" relative_energy_kcal_mol=110.79 smiles="C[C@H](n1ccnn1)S(=O)(=O)C#N"
C 3.260869 -0.904831 0.291995 -1.88 0.99 -0.39
C -2.116630 1.443937 -1.630931 2.03 0.39 1.63
C -1.289974 1.588163 -0.483180 -0.38 2.18 -0.83
C -0.241410 -1.516274 1.258337 -1.68 -1.12 -0.23
C -0.145143 -0.054948 0.918219 1.13 -3.22 -1.19
N 3.943259 -1.799225 0.498027 0.64 -0.53 0.26
N -2.300836 0.125261 -1.812604 0.99 -1.80 1.25
N -1.673076 -0.582746 -0.918266 -0.40 1.08 -0.12
N -1.032623 0.329279 -0.025035 -1.90 1.22 -2.81
O 1.666468 0.096581 -1.544630 -0.17 -0.85 -1.22
O 2.124675 1.524945 0.355013 0.65 0.46 0.66
S 1.831320 0.216353 -0.143295 -0.91 0.47 1.38
H -2.393487 2.104238 -2.453627 -0.10 0.15 0.87
H -0.860486 2.539612 0.010187 -0.77 -1.98 -0.91
H -1.102133 -1.850493 1.950716 1.06 1.11 -1.00
H -0.410765 -2.107764 0.306515 0.52 0.67 1.21
H 0.651398 -1.788298 1.765007 0.84 -0.53 0.30
H 0.088582 0.636218 1.657547 0.34 1.31 1.15

---

# 7
17
Properties=species:S:1:pos:R:3:forces:R:3 method="wB97M-V/def2-TZVPD" gap_ev=7.79 charge=0 homo_energy_ev=-7.862 relative_energy_kcal_mol=148.85
C -0.402666 0.545272 -1.087987 2.15 -9.67 7.09
C 0.125190 -1.724406 -1.511293 0.80 0.65 2.60
C 0.412943 -0.934964 0.683569 2.58 -3.76 -3.85
C 0.514535 0.251833 2.389450 0.55 -0.30 -0.58
C -0.209083 0.166165 0.417260 -2.02 5.09 -1.93
H -1.676547 3.135371 -1.265957 -1.27 1.19 -0.53
H -0.905595 2.378393 0.096641 -0.70 0.45 1.85
H 0.097410 -2.697767 -1.962609 -0.42 0.15 -1.34
H -0.049582 -2.935948 0.171924 3.49 3.05 -1.38
H 1.562391 -1.711076 2.136307 0.98 -1.20 1.15
H 0.287527 0.581862 3.328954 1.13 -0.22 3.23
N -1.005501 2.578752 -0.852681 2.51 0.13 -0.33
N -0.584911 1.555329 -1.621474 -3.16 8.17 -4.76
N -0.368047 -0.620228 -1.805339 0.06 -1.63 -3.55
N 0.801599 -1.921901 -0.246677 -4.26 -4.28 1.46
N 1.042135 -0.954920 1.825171 -2.46 4.01 3.01
N -0.165438 0.995221 1.579391 0.03 -1.82 -2.14

---

# 8
20
Properties=species:S:1:pos:R:3:forces:R:3 method="wB97M-V/def2-TZVPD" gap_ev="6.42 / 6.43" charge=+1 homo_energy_ev="-12.765 / -12.801" relative_energy_kcal_mol=46.49
C 1.626443 1.564109 -0.979713 1.77 0.22 0.26
C 0.614125 0.650109 -0.663806 1.32 -0.21 0.96
C 2.730455 1.739713 -0.068920 -1.42 0.24 -0.60
C 1.762783 0.378900 1.506196 -3.20 -0.12 -1.72
C 0.644695 0.012856 0.598475 3.91 2.66 -0.81
N 2.692274 1.202048 1.145218 0.94 0.38 -0.61
N -3.954640 1.700946 -0.081489 -2.06 2.44 -0.91
N -0.346007 -4.320133 -0.770869 -0.14 -3.64 -0.02
N -3.327183 0.862828 0.461289 -1.01 -0.93 0.99
N -0.240160 -3.153790 -0.749171 -0.05 2.64 0.19
N -2.172583 0.532058 0.403657 2.26 0.55 -1.12
N -1.503342 -0.384434 0.977334 0.15 -2.59 1.37
N -0.356351 -2.038212 -0.584029 0.35 -1.73 -2.65
N -0.380116 -0.825616 0.946206 -2.02 2.00 3.27
H 1.675531 2.079715 -1.956400 -0.23 -0.45 0.68
H -0.078132 0.300553 -1.410529 -0.33 0.29 -0.13
H 3.611095 2.400216 -0.192934 -0.81 -0.46 -0.63
H 1.673197 0.362076 2.552968 -0.24 -1.31 1.34
H -4.957985 1.873322 0.162983 0.95 -0.77 0.01
H 0.285894 -4.937260 -1.296466 -0.13 0.79 0.14

---

# 9
13
Properties=species:S:1:pos:R:3:forces:R:3 method="wB97M-V/def2-TZVPD" gap_ev=6.16 charge=-1 homo_energy_ev=-1.808 relative_energy_kcal_mol=70.32
C 0.213112 -1.188919 1.004710 -0.28 -0.30 -0.31
C 1.411277 -0.772974 1.390351 0.89 0.89 -0.59
C 0.327096 0.764727 -0.388827 1.98 -1.63 1.40
C -0.002979 1.845283 -1.054312 -0.34 -1.29 1.08
C -0.441035 -0.479955 -0.096726 -1.78 2.08 -1.56
N 1.973386 0.375114 0.942425 -0.03 2.61 -2.49
O 3.201620 0.628687 0.521254 -1.62 -1.16 0.87
H -0.381922 -1.708784 1.681904 -0.87 -1.32 0.99
H 1.873706 -1.109631 2.269082 0.80 -0.88 1.08
H 0.603445 2.673021 -1.037179 1.62 1.89 -0.28
H -1.020308 2.024085 -1.272813 -1.33 0.10 -0.80
H -0.540137 -1.035577 -1.104629 -0.31 0.39 1.52
H -1.458269 -0.020445 0.281103 1.27 -1.39 -0.91

---

# 10
13
Properties=species:S:1:pos:R:3:forces:R:3 method="wB97M-V/def2-TZVPD" gap_ev="10.02 / 7.69" spin_multiplicity=3 charge=+1 homo_energy_ev="-13.695 / -15.001" relative_energy_kcal_mol=106.46 s_squared=2.04
C 1.276931 -0.520130 -0.190290 2.05 0.03 1.50
C 1.785539 -1.570297 0.323682 -0.78 -1.04 -0.35
C 1.534726 0.916291 -0.153380 2.54 0.16 -1.70
C -0.959842 0.385907 0.435393 0.55 -1.62 -3.73
C -1.758015 -0.994030 0.223292 2.54 3.13 0.95
N 0.236789 0.361321 -0.571115 -3.12 -1.93 -1.82
O -1.240129 -1.860974 -0.360523 0.35 -1.97 -1.38
H 1.534070 1.345625 0.852837 0.09 0.45 -0.75
H 2.299033 1.128028 -1.008494 -1.78 0.65 1.76
H -1.538690 1.154071 -0.041144 -0.58 1.00 1.16
H -0.453501 0.413886 1.365129 -0.30 0.71 1.24
H -2.658000 -0.963185 0.740569 -2.28 -0.50 0.84
H -0.058911 0.203487 -1.615957 0.71 0.92 2.28

---

# 11
13
Properties=species:S:1:pos:R:3:forces:R:3 method="wB97M-V/def2-TZVPD" gap_ev="8.65 / 7.30" spin_multiplicity=3 charge=+1 homo_energy_ev="-14.712 / -15.020" relative_energy_kcal_mol=97.90 s_squared=2.06
C 1.264677 -1.315778 -0.121950 -0.77 -0.17 0.03
C 0.981840 -0.030497 -0.054931 0.30 0.03 0.63
C -1.283595 0.122105 -0.687377 -2.14 -0.55 -0.75
C -1.391586 0.170560 0.778103 -0.76 2.42 0.27
C -0.178025 0.835709 -0.074768 0.42 0.92 1.89
N 2.285036 0.267281 -0.099377 2.65 0.79 -0.53
O 3.435436 0.432101 0.141866 -1.71 -0.15 0.16
H 1.319783 -2.375689 -0.096114 0.39 -0.51 -0.03
H -1.041594 -0.830789 -1.100289 0.21 -0.61 -0.28
H -2.003294 0.602568 -1.315130 -0.22 0.62 -0.11
H -2.105478 0.880510 1.322089 1.26 -0.68 -1.33
H -1.306071 -0.701159 1.380853 0.86 -0.69 0.13
H 0.022872 1.943075 -0.072971 -0.49 -1.42 -0.06

---

# 12
15
Properties=species:S:1:pos:R:3:forces:R:3 method="wB97M-V/def2-TZVPD" gap_ev=8.27 charge=+1 homo_energy_ev=-13.869 relative_energy_kcal_mol=9.54
C -0.579620 -1.617955 0.789027 -0.23 0.20 0.04
C 0.262071 -2.249693 -1.431779 -1.24 1.25 3.28
C 0.532821 -0.889279 0.268181 -0.79 -1.42 1.90
C -1.077962 2.561388 -0.869432 -0.51 0.46 -2.97
C 1.185077 0.114597 1.003574 -1.50 -0.87 -1.11
N 0.974547 -1.333121 -0.920095 1.49 0.88 -0.81
O -0.519875 1.566470 -0.464568 -0.68 1.26 0.10
O 0.574076 0.581408 2.002004 -0.58 1.01 1.57
S -1.078128 -2.715663 -0.404176 0.20 0.08 0.58
H -1.092572 -1.585718 1.803437 0.80 0.20 -1.65
H 0.453104 -2.663276 -2.325482 0.44 -1.57 -3.07
H -0.808296 3.639336 -0.738942 0.37 -0.68 1.09
H -1.857424 2.572859 -1.752706 0.76 -0.82 1.66
H 2.085881 0.580989 0.756332 1.47 0.38 -0.94
H 0.946301 1.437659 2.284627 0.00 -0.38 0.33